Density functional theory data (ωB97M-V with the def2-TZVPD basis set) for a molecular structure, C24H43KNO18.

Geometry (Å):
K  -0.1752  -16.8894  -6.2196
C  4.5871  -14.7311  -9.0340
C  3.1536  -14.4453  -8.4059
C  2.5680  -15.6811  -7.6784
O  2.2630  -15.2267  -6.4140
C  2.7103  -14.0857  -6.1815
O  2.5664  -13.4851  -5.1002
O  3.2646  -13.5861  -7.2834
H  5.0925  -13.7384  -9.2749
H  4.3913  -15.2071  -9.9867
H  5.3028  -15.2375  -8.3841
H  2.3868  -14.2011  -9.1922
H  3.3585  -16.5309  -7.7696
H  1.7608  -16.1445  -8.1806
C  -6.6849  -18.9543  -7.5441
C  -5.8839  -17.6789  -7.1105
C  -6.3039  -17.1698  -5.6604
O  -5.0779  -16.7214  -5.2840
C  -4.0409  -17.2670  -5.9915
O  -2.8257  -17.1555  -5.7883
O  -4.4773  -17.9065  -6.9804
H  -7.6861  -18.6364  -7.8195
H  -6.6636  -19.7818  -6.7941
H  -6.1727  -19.3895  -8.4566
H  -5.9957  -16.9232  -7.8241
H  -6.5363  -18.0018  -4.9466
H  -7.1377  -16.4531  -5.6163
C  -0.1983  -21.0126  -5.0492
O  -0.8950  -21.4744  -6.2327
C  -1.6737  -20.6757  -6.9332
O  -1.5704  -19.2407  -6.8144
O  -2.4476  -21.2527  -7.8263
C  -3.0892  -20.3893  -8.7208
H  -0.2351  -20.0201  -4.9547
H  0.7856  -21.4716  -5.1602
H  -0.6783  -21.4511  -4.1662
H  -3.6115  -20.9164  -9.5143
H  -2.2949  -19.7562  -9.2461
H  -3.8220  -19.7163  -8.2873
C  -0.3382  -12.3751  -4.6052
O  -1.5957  -12.3321  -5.3036
C  -2.0597  -13.3614  -5.9225
O  -1.5660  -14.6114  -5.9193
O  -3.1346  -13.0558  -6.5405
C  -3.7390  -14.0386  -7.3216
H  0.4692  -12.2897  -5.3831
H  -0.1319  -13.4017  -4.1002
H  -0.3539  -11.7327  -3.7268
H  -3.8903  -13.6037  -8.3427
H  -4.6949  -14.3573  -6.9176
H  -3.0828  -14.9039  -7.4870
C  1.4519  -14.0871  -1.7948
O  1.0646  -15.3604  -1.3018
C  0.2328  -16.0732  -2.1147
O  0.1283  -15.7610  -3.5272
O  -0.5385  -17.1008  -1.6377
C  -1.0141  -18.0664  -2.6217
H  0.6151  -13.5071  -2.1637
H  2.1232  -14.3024  -2.6253
H  2.0381  -13.5080  -1.0265
H  -1.8895  -17.7442  -3.1836
H  -1.1968  -18.9052  -2.0405
H  -0.1667  -18.3516  -3.2383
C  1.4294  -20.1887  -10.3118
O  0.2557  -19.4224  -10.6688
C  -0.1227  -18.4052  -9.8913
O  0.5669  -18.0300  -8.7503
O  -1.1603  -17.8503  -10.3631
C  -1.9278  -16.9800  -9.4822
H  1.4769  -21.1626  -10.7692
H  1.3692  -20.3401  -9.2541
H  2.3930  -19.6684  -10.4502
H  -2.7984  -16.8559  -10.0587
H  -1.4965  -15.9588  -9.3538
H  -2.1658  -17.4212  -8.5115
C  5.3974  -16.8165  -4.6367
C  4.6277  -17.2496  -3.4011
C  3.1914  -16.7608  -3.3945
C  2.3495  -17.5961  -4.1829
N  1.7320  -18.2848  -4.8554
H  6.3843  -17.1649  -4.5195
H  5.4383  -15.7642  -4.8666
H  5.1142  -17.4370  -5.4466
H  5.2410  -16.7766  -2.7130
H  4.5755  -18.3284  -3.1189
H  3.2718  -15.7694  -3.8633
H  2.9989  -16.6881  -2.3972

Cartesian forces (eV/Å) of the 2 atoms listed first:
K -0.42 0.03 0.14
C -1.01 2.58 0.02

Properties
total charge: +1
max |F|: 8.6 eV/A
E_LUMO: -1.83 eV
Kohn-Sham gap: 0.3869 hartree
relative energy (zero: lowest compared OMol25 entry of this formula, charge and spin): 41.9 kcal per mole



Density functional theory data (ωB97M-V with the def2-TZVPD basis set) for C7H6BrN in the gas phase.

Geometry (Å):
C  -0.3332  2.0184  -0.2080
C  1.7692  -0.0414  -1.3504
C  0.4482  -0.0109  -1.2801
C  1.6264  0.7905  0.9462
C  2.3646  0.4055  -0.0516
C  -0.2071  0.6206  -0.0862
C  -1.2706  -0.1825  0.7051
N  -0.3236  3.1584  -0.2399
Br  4.2479  0.1084  0.1241
H  2.2197  -0.7781  -1.9728
H  -0.2984  -0.2113  -2.0171
H  1.7012  1.1749  1.9114
H  -2.2570  -0.3844  0.2579
H  -1.5752  0.3467  1.6564
H  -1.0731  -1.2137  1.0760

Cartesian forces (eV/Å) of the 2 atoms listed first:
C -0.46 -0.02 0.27
C -0.76 -0.98 2.02

Properties
max |F|: 4.8 eV/A
E_LUMO: -0.11 eV
Kohn-Sham gap: 0.3455 hartree
relative energy (zero: lowest compared OMol25 entry of this formula, charge and spin): 49.2 kcal per mole



Density functional theory data (ωB97M-V with the def2-TZVPD basis set) for 2 unconnected molecules or ions with the total composition C3H8N.

Geometry (Å):
C  1.5803  1.1395  -0.0436
C  0.3882  1.7575  0.2986
H  1.7619  0.0719  0.0503
H  2.3562  1.7625  -0.5059
H  -0.2829  1.3792  1.0712
H  0.2042  2.7740  -0.0458
C  -1.1699  -1.6175  0.4633
N  -0.7116  -1.1593  -0.6348
H  -0.8355  -1.2096  1.4147
H  -1.9211  -2.3998  0.4689
H  -0.9201  -1.5723  -1.5464
H  -0.1552  -0.2906  -0.6686

Cartesian forces (eV/Å) of the 2 atoms listed first:
C 0.71 0.11 -0.72
C -0.08 1.12 1.03

Properties
multiplicity: 2
total charge: +2
max |F|: 1.5 eV/A
E_LUMO (spin up / spin down): -10.79 / -14.44 eV
Kohn-Sham gap (spin up / spin down): 0.4490 / 0.3501 hartree
relative energy (zero: lowest compared OMol25 entry of this formula, charge and spin): 18.2 kcal per mole



Density functional theory data (ωB97M-V with the def2-TZVPD basis set) for a molecular structure, C27H29N4O4Sn.

Geometry (Å):
Sn  0.0665  0.3562  -0.1524
C  -2.3200  2.1659  -0.8264
N  -1.9475  1.4257  0.4105
C  -3.0698  0.4800  0.7117
C  -2.7176  -0.6655  1.6645
C  -2.2808  -1.9178  0.9175
N  -1.4174  -1.5161  -0.2023
C  -1.3220  -2.3625  -1.1629
C  -0.6869  -2.1253  -2.4283
C  -0.5086  -3.2057  -3.3156
C  -0.0004  -3.0075  -4.5742
C  0.3012  -1.7067  -4.9799
C  0.1276  -0.6333  -4.1300
C  -0.3468  -0.8260  -2.8306
O  -0.5145  0.2345  -2.0409
C  -1.8529  2.4778  1.4766
C  -1.4301  2.0127  2.8586
C  0.0359  1.5774  2.9409
N  0.2865  0.3375  2.1856
C  0.7782  -0.6443  2.8535
C  1.0924  -1.9557  2.3478
C  1.2421  -3.0002  3.2724
C  1.5604  -4.2759  2.8638
C  1.7682  -4.5172  1.5025
C  1.6551  -3.5053  0.5748
C  1.3172  -2.2000  0.9762
O  1.2713  -1.2525  0.0598
H  -3.2898  2.6491  -0.6805
H  -2.3746  1.4835  -1.6675
H  -1.5709  2.9311  -1.0193
H  -3.4010  0.0854  -0.2490
H  -3.8910  1.0779  1.1162
H  -3.5588  -0.8856  2.3217
H  -1.8952  -0.3658  2.2997
H  -3.1497  -2.4464  0.5161
H  -1.7512  -2.6048  1.5826
H  -1.8180  -3.3308  -1.0508
H  -0.7890  -4.2011  -2.9914
H  0.1371  -3.8394  -5.2498
H  0.6778  -1.5345  -5.9801
H  0.3567  0.3779  -4.4409
H  -2.8458  2.9363  1.5322
H  -1.1537  3.2298  1.1227
H  -2.0993  1.2429  3.2367
H  -1.5539  2.8677  3.5269
H  0.3473  1.4470  3.9795
H  0.6526  2.3583  2.5027
H  0.9460  -0.4983  3.9233
H  1.0908  -2.7883  4.3243
H  1.6653  -5.0734  3.5849
H  2.0314  -5.5130  1.1701
H  1.8322  -3.6823  -0.4782
O  2.1436  3.9177  0.0663
C  1.7939  2.8069  -0.2425
O  0.7083  2.2309  0.2435
C  2.5761  1.9513  -1.1942
C  3.7138  2.4062  -1.8366
C  4.3587  1.5331  -2.6966
C  3.8491  0.2516  -2.8600
C  2.7065  -0.1173  -2.1665
N  2.0780  0.7345  -1.3578
H  4.0588  3.4122  -1.6474
H  5.2513  1.8405  -3.2242
H  4.3308  -0.4641  -3.5109
H  2.2991  -1.1138  -2.2328

Cartesian forces (eV/Å) of the 2 atoms listed first:
Sn 0.09 -0.82 1.11
C -0.12 0.08 0.04

Properties
total charge: +1
max |F|: 1.4 eV/A
E_LUMO: -2.75 eV
Kohn-Sham gap: 0.3092 hartree
relative energy (zero: lowest compared OMol25 entry of this formula, charge and spin): 7.5 kcal per mole



Density functional theory data (ωB97M-V with the def2-TZVPD basis set) for a molecular structure, C17H40BeF3O15S4.

Geometry (Å):
Be  1.4319  0.0966  3.7039
C  -0.0314  -0.1504  0.1547
O  0.7848  0.0483  1.2424
H  -1.0283  0.2715  0.3511
H  0.3042  0.1888  -0.8321
H  -0.2502  -1.2131  -0.0116
O  -3.9203  -2.3537  0.1616
S  -4.3690  -2.4448  1.5164
O  -5.7410  -2.2748  1.9309
O  -3.8578  -3.9007  2.1112
C  -2.6212  -4.3820  1.6007
C  -2.6760  -5.9028  1.7723
C  -3.3265  -1.3640  2.4862
H  -1.7507  -3.9969  2.1448
H  -2.3791  -4.1511  0.5624
H  -2.8966  -6.1559  2.8105
H  -1.6664  -6.3092  1.6803
H  -3.3996  -6.3596  1.1033
H  -2.3088  -1.7552  2.4835
H  -3.6938  -1.2750  3.5048
H  -3.2783  -0.4186  1.9459
O  4.3202  -3.5777  2.5401
S  3.4611  -2.6115  1.9095
O  3.0418  -1.4078  2.6301
O  4.2708  -2.1513  0.5731
C  3.8625  -1.0257  -0.1821
C  5.0007  -0.4808  -1.0184
C  1.9986  -3.4509  1.1403
H  3.4372  -0.2605  0.4706
H  3.0100  -1.3095  -0.8103
H  5.7785  -0.0478  -0.3904
H  4.6878  0.1972  -1.8100
H  5.5051  -1.2837  -1.5607
H  1.1937  -2.7593  0.8990
H  1.7056  -4.3094  1.7403
H  2.3099  -3.8457  0.1724
O  -1.9832  3.3332  -2.2258
S  -1.4145  4.2735  -1.2706
O  -1.2994  5.6837  -1.5374
O  -2.2843  4.2043  0.1228
C  -2.9837  2.9543  0.4107
C  -3.5755  3.1368  1.7863
C  0.1939  3.6065  -0.7170
H  -2.2539  2.1426  0.4415
H  -3.7220  2.8355  -0.3787
H  -4.0250  2.1807  2.0670
H  -4.3594  3.8872  1.8796
H  -2.8469  3.4040  2.5523
H  0.5988  4.2932  0.0237
H  0.8259  3.4872  -1.5921
H  -0.0330  2.6694  -0.2106
O  -3.7699  -3.2983  -3.2256
S  -2.7379  -2.4623  -3.7999
O  -2.2910  -2.5732  -5.1536
O  -3.0855  -0.8903  -3.4732
C  -4.0003  -0.6191  -2.3991
C  -4.7071  0.7412  -2.4710
C  -1.3143  -2.5749  -2.6657
H  -3.3827  -0.8042  -1.5178
H  -4.7967  -1.3597  -2.3118
H  -5.1777  0.8731  -3.4429
H  -3.9078  1.4800  -2.3838
H  -5.4133  0.7892  -1.6456
H  -0.7413  -1.6667  -2.8223
H  -0.8310  -3.4831  -3.0254
H  -1.8033  -2.7627  -1.7120
C  3.4042  2.4802  0.7549
C  3.7672  3.1205  -0.5738
O  4.8215  4.0319  -0.2848
C  6.0974  3.6652  -0.2674
O  6.5714  2.5948  -0.5186
C  7.0094  4.7611  0.3306
F  8.0120  5.1451  -0.4520
F  6.2750  5.8314  0.6460
F  7.5551  4.3178  1.4719
H  4.0736  1.6687  1.0391
H  2.4834  1.8988  0.5981
H  3.1169  3.1102  1.5953
H  3.0112  3.7018  -1.0962
H  4.0145  2.3185  -1.2719

Cartesian forces (eV/Å) of the 2 atoms listed first:
Be 0.13 -1.12 -3.02
C -1.52 -1.37 0.90

Properties
total charge: +1
max |F|: 3.2 eV/A
E_LUMO: -9.23 eV
Kohn-Sham gap: 0.1339 hartree
relative energy (zero: lowest compared OMol25 entry of this formula, charge and spin): 0.0 kcal per mole



Density functional theory data (ωB97M-V with the def2-TZVPD basis set) for a molecular structure, C19H24BrClF6InN2O5.

Geometry (Å):
C  -0.4001  1.6140  4.2125
C  0.3454  0.5634  3.3935
C  -0.0845  0.3593  1.9221
Br  -1.1646  1.8317  1.1768
In  -1.0730  -1.5904  1.5155
Cl  -0.5035  -3.0635  3.3685
C  -3.2289  -1.6213  1.1833
C  -4.0804  -1.2163  2.3964
C  -4.4014  0.2789  2.4973
C  -4.9522  0.8983  1.2099
C  -6.0345  1.9436  1.4782
N  -6.3999  2.7744  0.3205
C  -0.1500  -2.5151  -0.3562
O  -0.6436  -3.4667  -0.9128
C  1.1429  -1.9019  -1.0016
F  0.7365  -0.7345  -1.5724
F  2.0417  -1.5943  -0.0346
C  1.9076  -2.6642  -2.0991
F  1.0500  -3.1127  -3.0213
F  2.7241  -1.7776  -2.7246
C  2.8340  -3.8500  -1.6265
F  4.1035  -3.4439  -1.6613
F  2.6999  -4.8497  -2.5530
C  2.5775  -4.4976  -0.2365
O  3.3031  -4.3000  0.6835
O  1.4858  -5.2696  -0.1871
H  -1.4485  1.3384  4.3572
H  0.0514  1.6804  5.2072
H  -0.3534  2.6055  3.7612
H  1.4166  0.7927  3.4224
H  0.2232  -0.3925  3.9118
H  0.8058  0.3935  1.2963
H  -3.4232  -0.9977  0.3065
H  -3.4696  -2.6479  0.8921
H  -5.0373  -1.7592  2.3779
H  -3.5879  -1.5336  3.3227
H  -5.1609  0.4041  3.2813
H  -3.5159  0.8244  2.8406
H  -5.3797  0.1023  0.5863
H  -4.1561  1.3704  0.6253
H  -6.9473  1.4479  1.8238
H  -5.6906  2.6188  2.2681
H  -5.6046  3.3574  0.0775
H  -6.5355  2.1660  -0.4823
H  1.2798  -5.6520  -1.0515
C  4.4873  0.6265  -3.5545
C  3.2809  1.2943  -3.3856
C  3.2668  2.6678  -3.1977
C  4.4730  3.3447  -3.1857
C  5.6872  2.7013  -3.3417
C  5.6857  1.3283  -3.5252
N  4.4679  4.8084  -3.0067
O  3.3953  5.3578  -2.8575
O  5.5401  5.3842  -3.0250
H  4.4921  -0.4450  -3.6966
H  2.3507  0.7432  -3.3927
H  2.3403  3.2048  -3.0597
H  6.6068  3.2660  -3.3190
H  6.6244  0.8046  -3.6477

Cartesian forces (eV/Å) of the 2 atoms listed first:
C 0.06 -0.08 0.19
C -0.07 0.12 0.01

Properties
total charge: -1
max |F|: 0.6 eV/A
E_LUMO: 1.26 eV
Kohn-Sham gap: 0.2466 hartree